DFT (ωB97M-V/def2-TZVPD) results for a molecular structure, C13H24N4O5S2Tb in a non-equilibrium geometry.

Its total energy is -74162.5828 eV. Its energy above the lowest of the compared OMol25 structures with the same formula, charge and spin is 154.3 kJ/mol. The LUMO energy (alpha / beta) comes out at -3.44 / -3.43 eV. Its largest force on an atom is 3.64 eV Å⁻¹. The calculation puts the orbital gap (alpha / beta) at 3.627 / 3.742 eV.

ORCA input file:
```
! RIJCOSX wB97M-V def2-TZVPD def2/J DEFGRID3
* xyz 1 7
O 2.7726 0.6898 -2.3845
H 3.6344 1.1455 -2.3629
Tb 0.2886 -0.0213 -0.0076
N -1.6341 -0.2619 -1.2929
N 0.6403 -1.2049 -1.9173
O -2.9523 0.0682 -0.8640
O 1.9307 -1.7765 -2.1698
C -1.6055 -0.9551 -2.4601
C -0.3015 -1.3617 -2.8733
C -2.8341 -1.2705 -3.2513
C -0.0371 -1.9180 -4.2198
H -3.7564 -0.8794 -2.7954
H -2.9472 -2.3631 -3.3717
H -2.7435 -0.8540 -4.2666
H 1.0333 -2.1025 -4.3038
H -0.3376 -1.2121 -5.0126
H -0.5802 -2.8648 -4.3698
H -2.8512 0.8486 -0.2644
H 2.4971 -0.9621 -2.3620
O 1.8149 -1.6586 0.5543
H 1.8627 -2.1635 1.3890
H 2.1592 -2.1884 -0.2032
C 1.9476 1.3365 -1.3026
H 2.2150 0.8308 -0.3166
H 0.8747 1.2163 -1.6610
H 2.1078 2.4184 -1.1710
O -2.3315 2.2324 0.9165
H -2.1704 3.0752 0.4633
H -1.9635 2.4090 1.7905
C 1.4743 3.8310 0.9228
C 1.5163 2.7707 1.9657
N 0.9498 1.5781 1.8767
C 0.9990 0.9023 3.1217
C 1.7010 1.5831 4.0935
S 2.2788 3.1192 3.5215
C 0.2362 -0.3084 3.2682
C 0.0132 -1.0468 4.4075
S -1.1340 -2.3410 4.1289
C -1.2975 -1.7995 2.4850
N -0.4968 -0.7928 2.1558
C -2.2573 -2.4624 1.5653
H 1.2418 4.7875 1.4112
H 2.4636 3.9139 0.4511
H 0.6973 3.6236 0.1755
H 1.8826 1.1956 5.0948
H 0.5071 -0.8786 5.3624
H -1.9963 -3.5300 1.5421
H -3.2707 -2.3667 1.9833
H -2.2412 -2.0313 0.5576
*
```

---

DFT (ωB97M-V/def2-TZVPD) results for a molecular structure, C26H47FeO2Si2 in a non-equilibrium geometry.

Its total energy is -81961.3781 eV. Its energy above the lowest of the compared OMol25 structures with the same formula, charge and spin is 0.0 kJ/mol. The LUMO energy (alpha / beta) comes out at 2.09 / 2.09 eV. Its largest force on an atom is 2.69 eV Å⁻¹. The calculation puts the orbital gap (alpha / beta) at 4.898 / 5.694 eV.

ORCA input file:
```
! RIJCOSX wB97M-V def2-TZVPD def2/J DEFGRID3
* xyz -1 5
O 0.0047 -6.2346 -1.6908
C 1.2435 -6.9574 -1.3784
C 0.8324 -8.2376 -2.1065
H 1.3802 -7.1332 -0.3021
H 2.1280 -6.4876 -1.8275
C -0.4773 -7.4544 -2.3470
H 0.7416 -9.1259 -1.4786
H 1.4062 -8.4546 -3.0090
C -1.6303 -8.1265 -1.6423
H -1.4070 -8.3817 -0.6018
H -1.8775 -9.0656 -2.1505
H -2.5183 -7.4967 -1.6892
C -0.7657 -7.2570 -3.8098
H 0.0906 -6.8312 -4.3392
H -1.6371 -6.6119 -3.9187
H -1.0022 -8.2181 -4.2764
Fe -0.4554 2.5156 -0.2006
C 0.0397 3.0881 -2.2411
C 1.2937 3.0759 -1.4863
C 1.8172 1.7454 -1.5396
H 1.8068 3.9495 -1.0927
C 0.9676 0.9650 -2.3631
C -0.1346 1.7579 -2.7615
H -0.9315 1.4441 -3.4327
H -0.5249 3.9842 -2.5053
H 2.7573 1.4172 -1.0888
H 1.2025 -0.0334 -2.7325
C -2.6128 2.8982 0.0348
C -2.6097 2.1812 -1.2131
C -2.3803 0.8050 -0.9274
H -2.8521 2.6218 -2.1796
C -2.1813 0.6591 0.4622
C -2.3107 1.9417 1.0685
H -2.2943 2.1611 2.1381
H -2.9382 3.9286 0.1773
H -2.4245 -0.0007 -1.6538
H -2.0161 -0.2787 0.9936
O -0.0011 -1.1106 -0.3851
C -0.5041 -1.9847 -1.4173
C 0.5164 -3.1134 -1.5663
H -0.6767 -1.4080 -2.3464
H -1.4891 -2.3310 -1.0631
C 1.3228 -3.0589 -0.2478
H 1.1845 -2.8644 -2.4054
H 0.0182 -4.0703 -1.7349
C 1.2664 -1.5801 0.1173
H 2.3446 -3.4394 -0.3274
H 0.7598 -3.6057 0.5225
H 2.1119 -1.0240 -0.3304
H 1.2581 -1.3561 1.1894
C 1.4060 5.9867 2.5394
Si 0.2031 5.1545 1.3406
C -1.5356 5.6129 1.8982
C 0.4474 6.0389 -0.3066
C 0.5433 3.2767 1.3185
Si 0.5984 2.5058 3.0432
C -0.7037 3.1685 4.2401
C 0.4065 0.6421 3.0198
C 2.2797 2.8443 3.8423
H 1.3155 7.0775 2.4227
H 2.4503 5.7252 2.3226
H 1.2129 5.7591 3.5958
H -1.5336 6.6720 2.2029
H -2.2653 5.5176 1.0854
H -1.8902 5.0245 2.7513
H 1.4805 5.9660 -0.6708
H -0.2262 5.6753 -1.0938
H 0.2280 7.1079 -0.1514
H 1.6227 3.1571 0.9954
H -1.7272 2.9379 3.9183
H -0.5437 2.6647 5.2073
H -0.6277 4.2498 4.4184
H 1.3173 0.1643 2.6395
H 0.2464 0.2839 4.0492
H -0.4368 0.2992 2.4094
H 3.0790 2.3098 3.3084
H 2.5476 3.9077 3.8852
H 2.2635 2.4637 4.8748
*
```

---

DFT (ωB97M-V/def2-TZVPD) results for 2 unconnected molecules or ions with the total composition CH4OS2 in a non-equilibrium geometry.

Its total energy is -24816.1372 eV. Its energy above the lowest of the compared OMol25 structures with the same formula, charge and spin is 302.8 kJ/mol. The LUMO energy (alpha / beta) comes out at -2.36 / -2.36 eV. Its largest force on an atom is 2.82 eV Å⁻¹. The calculation puts the orbital gap (alpha / beta) at 7.121 / 7.064 eV.

ORCA input file:
```
! RIJCOSX wB97M-V def2-TZVPD def2/J DEFGRID3
* xyz 0 1
C -0.9607 -0.4422 -0.3690
O -0.0199 -1.4758 -0.5488
S 1.5171 1.3171 0.1013
S 2.1915 -0.5251 0.3506
H -0.6883 0.2316 0.4766
H -1.9103 -0.9297 -0.2084
H -0.9904 0.3101 -1.1858
H 0.8610 1.5141 1.3836
*
```

---

DFT (ωB97M-V/def2-TZVPD) results for a single C25H25FN4O4 molecule.

Its total energy is -43201.3777 eV. Its energy above the lowest of the compared OMol25 structures with the same formula, charge and spin is 42.4 kJ/mol. The LUMO energy comes out at 0.47 eV. Its largest force on an atom is 0.62 eV Å⁻¹. Its SMILES is COc1ccc2[nH]c3c(c2c1)CCN1C(=O)N([C@@H](C)C(=O)NCc2ccc(F)cc2)C(=O)[C@]31C. The calculation puts the orbital gap at 8.415 eV.

ORCA input file:
```
! RIJCOSX wB97M-V def2-TZVPD def2/J DEFGRID3
* xyz 0 1
C -6.4610 -4.1018 -1.1269
O -6.0619 -2.7621 -1.2688
C -4.9833 -2.3140 -0.5565
C -4.2380 -3.1135 0.3229
C -3.1611 -2.6011 1.0180
C -2.8281 -1.2704 0.8266
N -1.8374 -0.5066 1.3856
C -1.9253 0.7539 0.8614
C -2.9650 0.8422 -0.0215
C -3.5693 -0.4503 -0.0622
C -4.6521 -0.9820 -0.7532
C -3.2955 2.0900 -0.7751
C -2.6304 3.2923 -0.0875
N -1.2726 2.9758 0.2945
C -0.2049 3.2109 -0.5002
O -0.1019 4.0067 -1.3936
N 0.8444 2.3612 -0.0562
C 2.1712 2.4817 -0.6400
C 3.2205 2.7785 0.4310
C 2.6106 1.2590 -1.4677
O 3.0427 1.3897 -2.5931
N 2.5106 0.0808 -0.8320
C 3.0038 -1.1509 -1.4164
C 4.3192 -1.5408 -0.7927
C 4.4191 -2.6333 0.0574
C 5.6263 -2.9576 0.6519
C 6.7283 -2.1660 0.3891
F 7.9085 -2.4742 0.9680
C 6.6571 -1.0674 -0.4491
C 5.4450 -0.7614 -1.0380
C 0.4319 1.5409 0.9343
O 1.0680 0.6716 1.4980
C -1.0241 1.8913 1.2208
C -1.1860 2.3229 2.6840
H -5.6741 -4.7949 -1.4432
H -7.3249 -4.2207 -1.7794
H -6.7549 -4.3303 -0.0968
H -4.4997 -4.1490 0.4688
H -2.5964 -3.2268 1.6927
H -1.1019 -0.8254 1.9933
H -5.2370 -0.3871 -1.4353
H -4.3751 2.2396 -0.8221
H -2.9243 2.0058 -1.8013
H -2.5891 4.1531 -0.7560
H -3.1810 3.5623 0.8174
H 2.0973 3.3222 -1.3411
H 3.2689 1.9716 1.1587
H 4.1940 2.8861 -0.0396
H 2.9775 3.7047 0.9477
H 2.2129 0.0530 0.1367
H 2.2584 -1.9378 -1.2727
H 3.1335 -0.9606 -2.4856
H 3.5489 -3.2418 0.2550
H 5.7198 -3.8064 1.3107
H 7.5389 -0.4741 -0.6323
H 5.3639 0.0880 -1.6994
H -2.2368 2.4747 2.9168
H -0.6426 3.2485 2.8600
H -0.7856 1.5493 3.3341
*
```